No. 1
{
  "formula": "C3H4NO",
  "method": "ωB97M-V/def2-TZVPD",
  "symbols": ["C", "C", "C", "N", "O", "H", "H", "H", "H"],
  "xyz": [[-0.684, -0.034, 0.632], [-0.285, 0.638, -1.308], [0.511, -0.677, 0.827], [-1.136, 0.626, -0.339], [-0.548, -0.269, 1.933], [0.001, 1.553, -1.707], [-0.004, -0.233, -1.848], [0.773, -1.772, 0.837], [1.372, 0.167, 0.973]],
  "mulliken_charge": [0.77, -0.10, -0.45, -0.23, -0.27, 0.31, 0.34, 0.31, 0.32],
  "lumo_ev": -7.48,
  "smiles": "C=[N+]=C1CO1",
  "e_homo_ev": -16.9,
  "largest_force_ev_per_a": 5.8,
  "relative_energy_kj_mol": 400.4,
  "charge": 1,
  "energy_ev": -6700.5202
}

***

No. 2
{
  "formula": "C3H4NO2",
  "method": "ωB97M-V/def2-TZVPD",
  "symbols": ["C", "C", "C", "N", "O", "O", "H", "H", "H", "H"],
  "xyz": [[-0.336, -0.279, 0.471], [0.235, -0.966, 2.010], [0.169, 0.715, -1.564], [0.467, -0.134, -0.445], [0.309, -2.195, 2.097], [0.512, -0.027, 2.724], [-1.328, 0.236, 0.603], [0.947, 1.439, -1.887], [-0.828, 1.108, -1.568], [-0.146, 0.102, -2.442]],
  "mulliken_charge": [-0.07, 0.52, -0.80, -0.39, -0.69, -0.64, 0.20, 0.25, 0.35, 0.26],
  "lumo_ev": 4.05,
  "smiles": "C/N=C/C(=O)[O-]",
  "e_homo_ev": -3.4,
  "largest_force_ev_per_a": 4.8,
  "relative_energy_kj_mol": 156.8,
  "charge": -1,
  "energy_ev": -8760.7857
}

***

No. 3
{
  "formula": "C3H4NO2",
  "method": "ωB97M-V/def2-TZVPD",
  "symbols": ["C", "C", "C", "N", "O", "O", "H", "H", "H", "H"],
  "xyz": [[-0.510, 0.442, -0.377], [0.710, 1.058, -0.795], [-2.558, -0.803, -0.095], [-1.479, -0.356, -0.639], [-0.063, 1.268, 0.502], [-3.512, -1.431, 0.046], [1.663, 0.524, -0.960], [0.510, 1.954, -1.298], [2.984, -1.352, 1.942], [2.254, -1.304, 1.673]],
  "mulliken_charge": [0.68, -0.17, 0.64, -0.34, -0.23, -0.13, 0.28, 0.27, 0.17, -0.17],
  "lumo_ev": -6.28,
  "e_homo_ev": -17.5,
  "largest_force_ev_per_a": 2.6,
  "relative_energy_kj_mol": 350.7,
  "charge": 1,
  "energy_ev": -8749.3538
}

***

No. 4
{
  "formula": "C3H4NO2",
  "method": "ωB97M-V/def2-TZVPD",
  "symbols": ["C", "C", "C", "N", "O", "O", "H", "H", "H", "H"],
  "xyz": [[0.007, -1.244, 0.033], [-0.443, 1.217, 0.069], [2.474, 0.454, -0.015], [-0.054, 0.012, 0.004], [0.157, 2.298, 0.077], [3.148, -0.444, -0.036], [0.052, -1.877, -0.930], [0.057, -1.559, 1.177], [-1.517, 1.381, 0.086], [1.089, 2.175, -0.062]],
  "mulliken_charge": [-0.20, 0.25, -0.04, -0.03, -0.24, -0.03, 0.31, 0.31, 0.36, 0.32],
  "lumo_ev": -5.44,
  "e_homo_ev": -16.6,
  "largest_force_ev_per_a": 4.0,
  "relative_energy_kj_mol": 165.0,
  "charge": 1,
  "energy_ev": -8751.2783
}

***

No. 5
{
  "formula": "C3H4NO2",
  "method": "ωB97M-V/def2-TZVPD",
  "symbols": ["C", "C", "C", "N", "O", "O", "H", "H", "H", "H"],
  "xyz": [[0.655, -0.489, 0.856], [0.109, 0.645, 0.220], [0.241, -1.708, 0.748], [-0.576, 0.660, -1.090], [0.008, -2.814, 0.815], [0.134, 1.913, 0.746], [1.227, -0.258, 1.687], [-1.476, 1.001, -0.752], [-0.330, -0.302, -1.446], [0.009, 1.354, -1.785]],
  "mulliken_charge": [-0.82, 0.43, 0.70, -0.27, -0.15, -0.51, 0.42, 0.39, 0.36, 0.44],
  "lumo_ev": -5.40,
  "smiles": "[NH3+]C(=O)C=C=O",
  "e_homo_ev": -15.1,
  "largest_force_ev_per_a": 10.2,
  "relative_energy_kj_mol": 228.1,
  "charge": 1,
  "energy_ev": -8750.6247
}

***

No. 6
{
  "formula": "C3H4NO3S",
  "method": "ωB97M-V/def2-TZVPD",
  "symbols": ["C", "C", "C", "N", "O", "O", "O", "S", "H", "H", "H", "H"],
  "xyz": [[2.448, -1.884, 0.550], [-0.583, -0.122, -1.124], [-0.252, 1.026, -0.338], [0.374, 1.951, 0.017], [1.569, -2.677, 0.710], [3.324, -1.184, 0.304], [1.016, 2.928, 0.456], [-2.418, 0.769, 1.493], [-0.191, -0.052, -2.182], [-0.076, -0.956, -0.780], [-1.628, -0.297, -1.200], [-3.581, 0.499, 2.093]],
  "mulliken_charge": [0.78, -0.95, 0.30, 0.48, -0.43, -0.35, -0.69, -0.80, 0.28, 0.15, 0.32, -0.08],
  "lumo_ev": 2.64,
  "e_homo_ev": -2.8,
  "largest_force_ev_per_a": 4.1,
  "relative_energy_kj_mol": 284.5,
  "charge": -1,
  "energy_ev": -21642.3993
}

***

What is the formula in the first record? C3H4NO